1.
{"formula": "C5H10N2O", "method": "ωB97M-V with the def2-TZVPD basis set", "spin_multiplicity": 1, "symbols": ["N", "C", "C", "O", "C", "C", "C", "N", "H", "H", "H", "H", "H", "H", "H", "H", "H", "H"], "coordinates": [[0.904, 1.242, 1.345], [0.499, -0.019, 0.795], [-1.005, -0.159, 1.078], [-1.576, -0.793, -0.160], [-0.397, -1.201, -0.631], [0.212, -1.247, -1.875], [0.441, 0.012, -0.787], [-0.205, 1.215, -1.277], [0.318, 1.409, 2.326], [1.900, 1.244, 1.597], [1.415, -0.779, 1.028], [-1.258, -0.740, 2.032], [-1.421, 1.051, 0.971], [0.005, -1.988, -0.135], [-0.273, -0.817, -2.841], [0.968, -1.941, -1.988], [0.589, 1.942, -0.900], [-1.114, 1.570, -0.579]]}

***

2.
{"formula": "C5H10N2O", "method": "ωB97M-V with the def2-TZVPD basis set", "spin_multiplicity": 1, "symbols": ["C", "C", "C", "N", "C", "N", "C", "O", "H", "H", "H", "H", "H", "H", "H", "H", "H", "H"], "coordinates": [[-0.860, -1.149, -0.337], [0.198, 0.036, -0.446], [1.604, -0.542, -0.605], [-0.131, 0.818, -1.612], [0.111, 0.886, 0.820], [-0.184, 0.304, 2.154], [-1.189, 0.927, 1.510], [-2.305, 1.339, 1.587], [-0.488, -1.906, 0.350], [-1.876, -0.866, -0.071], [-0.946, -1.597, -1.324], [1.652, -1.144, -1.508], [1.865, -1.159, 0.251], [2.333, 0.262, -0.684], [-1.059, 1.219, -1.545], [0.566, 1.519, -1.832], [0.813, 1.715, 0.868], [-0.102, -0.661, 2.425]]}

***

3.
{"formula": "C5H10N2O", "method": "ωB97M-V with the def2-TZVPD basis set", "spin_multiplicity": 1, "symbols": ["H", "N", "C", "C", "C", "C", "O", "C", "N", "H", "H", "H", "H", "H", "H", "H", "H", "H"], "coordinates": [[-2.792, -0.834, 1.523], [-1.803, -0.757, 1.306], [-1.440, -1.215, 0.174], [-0.009, -1.151, -0.260], [0.600, 0.164, 0.260], [2.039, 0.352, -0.220], [0.535, 0.269, 1.633], [-0.266, 1.327, -0.397], [-0.576, 1.324, -1.614], [-1.026, 2.177, -1.944], [-2.104, -1.777, -0.488], [0.537, -2.004, 0.152], [0.034, -1.169, -1.348], [2.424, 1.297, 0.156], [2.648, -0.456, 0.186], [2.087, 0.342, -1.307], [-0.476, -0.053, 1.888], [-0.414, 2.164, 0.300]]}

***

4.
{"formula": "C5H10N2O", "method": "ωB97M-V with the def2-TZVPD basis set", "spin_multiplicity": 1, "symbols": ["H", "N", "N", "C", "C", "O", "C", "C", "C", "H", "H", "H", "H", "H", "H", "H", "H", "H"], "coordinates": [[2.117, -1.721, 1.335], [1.556, -1.756, 0.477], [1.635, -0.653, -0.133], [0.791, -0.600, -1.301], [-0.645, -0.548, -0.703], [-0.961, -1.768, -0.170], [-0.625, 0.626, 0.385], [-1.035, 0.386, 1.620], [-0.283, 1.993, -0.121], [0.868, -1.502, -1.915], [1.040, 0.292, -1.871], [-1.375, -0.240, -1.461], [-0.050, -2.106, 0.327], [-1.296, -0.609, 1.944], [-1.163, 1.179, 2.341], [0.796, 2.092, -0.241], [-0.620, 2.756, 0.577], [-0.749, 2.178, -1.089]]}

***

Energy relative to the best compared isomer or geometry (same formula, charge and spin), record by record: 765.66; 171.98; 148.90; 289.45 kJ/mol